Record 1
An isolated molecule of C16H22N6O4S at a distorted geometry, computed with ωB97M-V/def2-TZVPD.

Cartesian coordinates (Å):
C  1.75  -1.54  6.80
O  2.44  -0.91  5.74
C  1.98  0.38  5.41
C  0.69  0.35  4.58
N  0.89  -0.44  3.39
C  0.64  0.02  2.15
O  0.12  1.10  1.94
C  1.07  -0.91  1.02
C  2.37  -0.38  0.40
C  2.74  -1.21  -0.82
C  1.58  -1.19  -1.83
N  0.40  -1.70  -1.18
S  -0.81  -2.24  -2.18
O  -1.82  -2.84  -1.35
O  -0.21  -3.02  -3.21
C  -1.49  -0.74  -2.90
C  -2.48  -0.06  -2.23
C  -2.96  1.14  -2.73
C  -2.42  1.63  -3.92
N  -2.88  2.84  -4.46
C  -3.90  3.66  -4.11
N  -3.93  4.66  -4.93
N  -2.93  4.47  -5.79
N  -2.30  3.41  -5.54
C  -1.42  0.94  -4.59
C  -0.95  -0.25  -4.07
C  -0.03  -0.93  -0.04
H  2.29  -2.46  7.00
H  0.72  -1.77  6.54
H  1.76  -0.91  7.70
H  2.78  0.83  4.82
H  1.82  0.98  6.32
H  0.41  1.35  4.27
H  -0.13  -0.08  5.17
H  1.40  -1.30  3.52
H  1.23  -1.93  1.40
H  3.17  -0.42  1.14
H  2.22  0.66  0.12
H  3.64  -0.81  -1.29
H  2.93  -2.24  -0.53
H  1.79  -1.84  -2.68
H  1.42  -0.16  -2.19
H  -2.89  -0.48  -1.32
H  -3.73  1.67  -2.21
H  -4.57  3.50  -3.29
H  -1.02  1.35  -5.51
H  -0.18  -0.82  -4.58
H  -0.93  -1.41  0.34
H  -0.26  0.11  -0.32

Properties
Relative energy (zero: lowest compared OMol25 entry of this formula, charge and spin): 0.0 kcal/mol
Total energy: -44913.566 eV
SMILES: COCCNC(=O)[C@@H]1CCCN(S(=O)(=O)c2ccc(-n3cnnn3)cc2)C1
Gap between HOMO and LUMO: 9.45 eV

=====

Record 2
A 2-piece molecular cluster, C3H3N3O overall at a distorted geometry, computed with ωB97M-V/def2-TZVPD.

Cartesian coordinates (Å):
N  2.21  0.01  0.09
C  1.05  -0.35  0.08
C  -0.11  -0.96  0.27
C  -1.47  -0.41  0.44
O  -2.43  -0.99  0.91
H  2.65  0.54  -0.66
H  0.00  -2.03  0.20
H  -1.60  0.59  0.02
N  0.32  1.73  -0.86
N  -0.70  2.07  -0.61

Properties
Relative energy (zero: lowest compared OMol25 entry of this formula, charge and spin): 38.6 kcal/mol
Total energy: -9675.780 eV
SMILES: N=C=CC=O.N#N
Gap between HOMO and LUMO: 9.65 eV

=====

Record 3
An isolated ion of composition C4H9N2 and charge +1 at a distorted geometry, computed with ωB97M-V/def2-TZVPD.

Cartesian coordinates (Å):
C  -1.62  -0.70  0.23
C  -1.04  1.46  0.83
C  -0.14  -0.86  0.16
C  0.43  -0.24  -0.81
N  -1.91  0.66  0.50
N  1.94  -0.11  -0.62
H  -1.89  -0.98  -0.77
H  -2.24  -1.32  0.93
H  0.07  1.23  0.80
H  -1.27  2.45  1.17
H  0.50  -0.92  0.94
H  0.19  -0.18  -1.90
H  2.18  -0.75  0.12
H  2.30  0.74  -0.24
H  2.48  -0.50  -1.34

Properties
2S+1: 3
Relative energy (zero: lowest compared OMol25 entry of this formula, charge and spin): 82.5 kcal/mol
Charge: +1
⟨S²⟩: 2.01
Total energy: -7259.881 eV
Gap between HOMO and LUMO (spin up / spin down): 5.74 / 7.93 eV

=====

Record 4
C3H16IO5 as an isolated structure at a distorted geometry, computed with ωB97M-V/def2-TZVPD.

Cartesian coordinates (Å):
I  -19.32  3.97  -18.37
O  -17.07  2.70  -17.86
H  -17.81  3.25  -18.14
H  -17.18  1.89  -18.36
O  -20.45  2.18  -16.58
H  -21.06  1.53  -16.93
H  -20.18  2.68  -17.35
O  -18.15  5.00  -16.10
H  -17.32  4.77  -16.53
H  -18.80  4.98  -16.80
O  -21.93  4.06  -17.63
H  -22.37  4.76  -18.11
H  -21.02  4.10  -17.92
C  -17.77  7.89  -20.16
C  -18.45  6.58  -20.02
C  -17.50  5.35  -20.22
O  -18.71  6.55  -18.67
H  -18.49  8.58  -19.71
H  -17.57  8.25  -21.17
H  -16.90  7.99  -19.53
H  -19.32  6.48  -20.67
H  -17.32  5.17  -21.28
H  -18.02  4.46  -19.88
H  -16.58  5.33  -19.65
H  -18.87  5.61  -18.52

Properties
Relative energy (zero: lowest compared OMol25 entry of this formula, charge and spin): 195.6 kcal/mol
Charge: -1
Total energy: -21704.137 eV
Gap between HOMO and LUMO: 7.77 eV

=====

Record 5
A 10-piece molecular cluster, C40H52F27NO22 overall at a distorted geometry, computed with ωB97M-V/def2-TZVPD.

Cartesian coordinates (Å):
C  -0.38  3.79  2.42
C  0.57  3.50  1.28
O  0.64  2.09  1.02
C  -0.36  1.58  0.28
O  -1.29  2.22  -0.15
C  -0.14  0.09  0.05
F  0.22  -0.57  1.17
F  0.85  -0.13  -0.86
F  -1.24  -0.54  -0.42
H  -0.10  3.22  3.31
H  -0.37  4.86  2.67
H  -1.40  3.51  2.17
H  1.58  3.82  1.55
H  0.30  4.05  0.37
C  0.07  -1.94  -2.53
C  -0.27  -2.40  -3.93
O  0.35  -3.67  -4.21
C  -0.28  -4.76  -3.72
O  -1.30  -4.72  -3.07
C  0.45  -6.03  -4.13
F  1.78  -5.94  -3.95
F  0.26  -6.32  -5.43
F  0.04  -7.11  -3.43
H  1.15  -1.92  -2.39
H  -0.33  -0.95  -2.35
H  -0.33  -2.62  -1.78
H  0.13  -1.69  -4.66
H  -1.35  -2.46  -4.09
C  9.30  7.35  -3.86
C  10.25  7.04  -5.00
O  10.31  5.63  -5.25
C  9.30  5.12  -5.98
O  8.38  5.77  -6.41
C  9.51  3.63  -6.22
F  9.87  2.97  -5.09
F  10.49  3.40  -7.12
F  8.41  3.01  -6.68
H  9.58  6.78  -2.97
H  9.32  8.41  -3.61
H  8.28  7.07  -4.11
H  11.26  7.36  -4.73
H  9.98  7.59  -5.90
C  -4.03  -0.77  0.94
C  -4.29  0.72  0.95
O  -5.69  1.00  1.11
C  -6.16  0.93  2.37
O  -5.49  0.66  3.34
C  -7.65  1.29  2.41
F  -8.35  0.67  1.44
F  -7.85  2.61  2.24
F  -8.24  0.96  3.58
H  -4.64  -1.27  0.18
H  -2.98  -0.98  0.74
H  -4.29  -1.22  1.90
H  -4.00  1.15  -0.02
H  -3.71  1.23  1.71
C  -0.31  -8.88  -1.24
C  0.22  -10.18  -1.81
O  0.05  -11.26  -0.88
C  -1.19  -11.81  -0.83
O  -2.12  -11.45  -1.51
C  -1.22  -12.97  0.16
F  -0.62  -12.66  1.33
F  -0.58  -14.06  -0.32
F  -2.47  -13.36  0.47
H  0.15  -8.67  -0.28
H  -0.11  -8.05  -1.92
H  -1.39  -8.94  -1.08
H  1.30  -10.09  -1.99
H  -0.24  -10.42  -2.77
C  5.82  -3.53  -4.65
C  5.09  -2.72  -5.71
O  4.09  -1.89  -5.11
C  4.52  -0.74  -4.55
O  5.68  -0.39  -4.53
C  3.35  0.06  -4.00
F  2.49  -0.70  -3.28
F  2.62  0.63  -4.98
F  3.74  1.06  -3.19
H  5.11  -4.10  -4.05
H  6.53  -4.22  -5.11
H  6.37  -2.88  -3.96
H  4.58  -3.39  -6.39
H  5.79  -2.12  -6.31
C  -10.97  2.25  2.69
C  -11.16  1.64  4.06
O  -12.12  2.39  4.83
C  -13.41  2.14  4.56
O  -13.80  1.36  3.73
C  -14.31  2.97  5.47
F  -13.92  4.26  5.56
F  -14.32  2.49  6.73
F  -15.59  2.99  5.06
H  -10.70  3.31  2.78
H  -10.19  1.73  2.13
H  -11.90  2.21  2.10
H  -10.22  1.67  4.61
H  -11.46  0.59  3.99
C  -7.65  -1.19  6.61
C  -8.04  -1.67  5.22
O  -7.46  -2.95  4.94
C  -8.11  -4.02  5.46
O  -9.10  -3.94  6.13
C  -7.42  -5.31  5.05
F  -6.07  -5.25  5.19
F  -7.65  -5.61  3.75
F  -7.83  -6.37  5.76
H  -6.57  -1.20  6.72
H  -8.03  -0.19  6.79
H  -8.06  -1.86  7.38
H  -7.64  -0.98  4.47
H  -9.13  -1.69  5.09
C  7.84  -1.12  1.78
C  7.10  -0.30  0.74
O  6.13  0.55  1.35
C  6.60  1.70  1.89
O  7.76  2.03  1.88
C  5.45  2.53  2.46
F  4.60  1.79  3.21
F  4.71  3.10  1.49
F  5.88  3.53  3.26
H  7.14  -1.67  2.40
H  8.53  -1.82  1.31
H  8.42  -0.47  2.45
H  6.56  -0.97  0.07
H  7.79  0.28  0.12
N  6.09  5.50  0.53
C  6.36  6.81  -0.13
O  7.19  6.96  -1.07
C  5.54  8.06  0.42
C  4.13  8.12  -0.39
O  2.96  8.11  0.48
C  2.47  6.80  0.73
O  1.96  6.60  1.86
O  2.46  5.73  -0.20
H  5.76  4.88  -0.23
H  6.95  5.11  0.96
H  5.35  8.03  1.55
H  6.15  9.01  0.22
H  4.12  7.35  -1.22
H  4.12  9.16  -0.91
H  3.39  5.52  -0.49

Properties
Total energy: -162231.237 eV
SMILES: CCOC(=O)C(F)(F)F.CCOC(=O)C(F)(F)F.CCOC(=O)C(F)(F)F.CCOC(=O)C(F)(F)F.CCOC(=O)C(F)(F)F.CCOC(=O)C(F)(F)F.CCOC(=O)C(F)(F)F.CCOC(=O)C(F)(F)F.CCOC(=O)C(F)(F)F.NC(=O)CCOC(=O)O
Gap between HOMO and LUMO: 10.47 eV

=====

Record 6
An isolated ion of composition C3H2NOS2 and charge -1 at a distorted geometry, computed with ωB97M-V/def2-TZVPD.

Cartesian coordinates (Å):
C  -0.65  -1.07  1.60
C  0.78  0.46  -0.63
C  -1.55  1.20  -1.01
N  -0.49  0.69  -0.97
O  1.90  -0.79  1.45
S  -3.02  1.54  -1.63
S  0.67  -0.89  0.63
H  -1.57  -1.15  0.90
H  1.26  0.32  -1.53

Properties
Relative energy (zero: lowest compared OMol25 entry of this formula, charge and spin): 156.7 kcal/mol
Charge: -1
Total energy: -28347.050 eV
Gap between HOMO and LUMO (spin up / spin down): 6.67 / 6.66 eV